Density functional theory data (ωB97M-V with the def2-TZVPD basis set) for a molecular structure, C47H43Br2GeKN13O2S.

Summary:
E_HOMO (spin up / spin down)	-2.741 / -2.294	eV
gap between HOMO and LUMO (spin up / spin down)	0.1691 / 0.1524	hartree
max |F|	0.0151	Eh/bohr
ΔE to the lowest compared entry with this formula, charge and spin	0.6311	eV
charge	-1

The geometry in XYZ format:
```
110
Properties=species:S:1:pos:R:3:forces:R:3:lowdin_charge:R:1
K -0.2268 -0.3954 0.2014 -0.21 -0.09 -0.74 0.585
Br -4.2129 3.8109 4.2300 -0.02 0.02 0.03 0.680
C -3.4998 2.7677 2.8050 0.03 0.09 -0.02 -0.709
C -2.7075 3.4066 1.8381 -0.02 -0.07 0.01 -0.145
C -2.2169 2.5774 0.8378 0.04 -0.06 0.03 -0.199
N -2.4199 1.2728 0.7431 -0.13 0.06 0.13 0.035
C -3.1921 0.6531 1.7056 0.05 0.20 -0.13 -0.256
C -3.7624 1.4352 2.7604 0.05 -0.13 -0.04 -0.092
C -3.3519 -0.7593 1.6276 -0.03 -0.09 -0.19 -0.264
C -4.0618 -1.5111 2.6183 0.05 0.12 -0.05 -0.110
C -4.0879 -2.8657 2.5161 0.03 -0.10 -0.04 -0.710
Br -4.9800 -3.8798 3.8605 -0.03 -0.03 0.04 0.677
C -3.4612 -3.5506 1.4623 -0.04 0.12 0.02 -0.140
C -2.8225 -2.7422 0.5298 -0.03 0.10 0.12 -0.186
N -2.7497 -1.4174 0.5764 -0.17 -0.22 0.16 0.025
H -2.4873 4.4624 1.8712 -0.01 0.00 0.00 0.080
H -1.5852 3.0136 0.0637 -0.02 -0.02 0.00 0.097
H -4.3808 0.9852 3.5224 0.01 0.00 0.00 0.086
H -4.5378 -1.0261 3.4572 -0.01 0.00 -0.02 0.086
H -3.4785 -4.6255 1.3743 0.01 0.01 0.01 0.082
H -2.3241 -3.2061 -0.3170 0.03 -0.01 0.03 0.090
O 4.1455 -1.5106 6.7771 0.03 0.03 0.00 0.089
C 4.0614 -0.6545 5.7190 -0.14 -0.07 -0.06 -0.492
O 4.5058 0.4566 5.8500 0.06 0.07 -0.03 0.084
C 3.4191 -1.1658 4.4864 0.09 0.04 0.12 -0.161
C 3.4013 -0.3284 3.3635 -0.03 0.04 -0.09 -0.023
C 2.8058 -0.7255 2.1925 0.01 0.04 0.00 -0.032
C 2.1881 -1.9923 2.0626 0.06 -0.08 -0.01 -0.320
C 2.2390 -2.8444 3.1883 0.01 0.03 0.02 -0.030
C 2.8267 -2.4251 4.3659 -0.04 -0.09 -0.03 -0.044
N 1.5573 -2.2884 0.8925 0.28 -0.22 0.04 -0.030
C 1.5319 -3.5422 0.4457 -0.14 0.21 0.01 -0.155
C 0.8320 -3.9103 -0.7312 -0.12 0.03 -0.01 -0.309
C 1.0036 -5.2099 -1.2830 0.00 0.01 0.05 -0.057
C 0.3864 -5.5488 -2.4537 -0.03 -0.01 -0.07 -0.110
C -0.4210 -4.5978 -3.1040 0.03 -0.06 0.04 -0.100
C -0.5605 -3.3657 -2.4925 0.02 0.08 0.11 -0.192
N 0.0109 -3.0025 -1.3464 0.16 -0.02 -0.05 0.045
H 3.7770 -2.3625 6.5246 -0.02 -0.06 0.00 0.070
H 3.8653 0.6467 3.4482 -0.01 -0.01 -0.01 0.114
H 2.7969 -0.0717 1.3280 -0.01 -0.01 0.02 0.094
H 1.7481 -3.8085 3.1424 0.00 0.00 0.01 0.102
H 2.7800 -3.1120 5.2074 0.00 -0.01 -0.01 0.102
H 2.1313 -4.3200 0.9239 0.02 -0.01 0.01 0.105
H 1.6438 -5.9162 -0.7667 -0.01 0.00 0.00 0.099
H 0.5255 -6.5361 -2.8791 -0.01 0.00 0.01 0.093
H -0.9275 -4.8138 -4.0347 0.01 0.00 0.01 0.083
H -1.1913 -2.6115 -2.9583 0.00 0.01 0.02 0.079
N 2.2597 0.8015 -4.3692 0.13 -0.22 -0.05 0.121
C 3.5382 0.2419 -4.1608 -0.15 0.13 -0.08 -0.243
C 4.5686 0.5152 -5.0431 0.08 0.01 -0.01 -0.035
C 5.8213 -0.0583 -4.8530 -0.02 0.01 0.00 -0.101
C 6.0443 -0.8810 -3.7624 -0.04 0.00 0.02 -0.098
C 5.0118 -1.1315 -2.8633 0.07 0.01 0.01 -0.097
C 3.7524 -0.5918 -3.0669 -0.02 0.04 0.07 -0.437
S 2.4188 -0.9931 -1.9766 0.16 -0.05 -0.33 1.032
N 1.3246 0.2716 -2.2787 0.03 -0.02 0.39 -0.276
C 1.3372 0.9550 -3.3556 -0.18 0.13 -0.14 -0.393
C 0.3568 2.0398 -3.5461 0.01 -0.19 0.14 -0.141
C 0.7698 3.2626 -4.0500 0.09 0.06 -0.03 -0.064
C -0.0370 4.3753 -4.1167 -0.04 -0.02 0.02 -0.111
C -1.3090 4.2311 -3.5441 -0.01 0.09 0.00 -0.077
C -1.7412 3.0480 -3.0435 0.11 -0.18 -0.05 -0.073
N -0.9868 1.8553 -3.1313 0.00 0.19 -0.05 -0.065
H 2.1403 1.3803 -5.1814 -0.02 0.01 -0.01 0.129
H 4.3885 1.1699 -5.8895 0.00 -0.01 0.02 0.109
H 6.6163 0.1488 -5.5573 0.00 -0.01 0.01 0.097
H 7.0169 -1.3269 -3.6028 0.00 0.00 0.00 0.099
H 5.1779 -1.7658 -2.0001 0.00 0.01 -0.01 0.109
H 1.8073 3.3385 -4.3555 -0.01 -0.01 0.00 0.113
H 0.3212 5.3186 -4.4986 -0.01 0.00 0.01 0.088
H -1.9734 5.0800 -3.4426 0.00 -0.01 0.00 0.111
H -2.6775 2.9384 -2.5254 -0.02 -0.02 0.00 0.082
N 1.7310 2.8840 -0.5653 0.07 -0.05 0.05 0.186
C 1.6934 2.8523 0.7864 -0.11 -0.06 -0.13 -0.440
N 2.4409 3.7414 1.4437 -0.06 0.01 0.00 0.173
C 2.2927 3.6920 2.7643 0.11 -0.03 0.11 -0.452
N 3.0275 4.5573 3.5120 -0.04 0.00 -0.04 0.149
N 1.4870 2.8602 3.4337 0.04 0.08 -0.06 0.183
C 0.8336 1.9951 2.6695 -0.23 -0.19 0.10 -0.278
N 0.8870 1.9326 1.3418 0.18 0.11 0.30 0.145
C -0.0115 0.9996 3.4148 0.12 0.08 -0.14 -0.207
C -0.4219 1.2916 4.7065 -0.05 0.02 0.08 -0.005
C -1.1480 0.3359 5.3982 0.02 0.07 0.03 -0.051
C -1.4030 -0.8800 4.7920 -0.07 -0.10 -0.04 -0.043
C -0.9512 -1.0800 3.4954 0.13 0.11 -0.05 -0.125
N -0.2861 -0.1547 2.8090 0.03 0.05 0.47 0.074
H 2.4616 3.4359 -0.9798 -0.01 0.02 -0.01 0.102
H 1.4248 2.0552 -1.0586 -0.02 0.01 0.00 0.051
H 3.8008 5.0036 3.0518 0.00 0.00 0.00 0.092
H 3.1230 4.3269 4.4861 -0.01 0.00 0.00 0.098
H -0.1674 2.2452 5.1442 -0.01 -0.01 0.00 0.108
H -1.4989 0.5381 6.4025 0.00 0.00 -0.01 0.106
H -1.9558 -1.6628 5.2954 0.00 0.01 0.00 0.107
H -1.1280 -2.0235 2.9862 -0.02 0.04 -0.02 0.119
C -3.9248 -1.4670 -2.7036 0.12 -0.19 -0.06 -0.199
Ge -3.4807 0.3807 -3.0532 -0.05 0.21 0.25 0.808
C -4.6474 1.4686 -1.9338 -0.03 0.03 0.13 -0.205
C -3.8197 0.8175 -4.9308 0.01 0.08 -0.15 -0.216
C -1.5606 0.6967 -2.8543 0.07 -0.09 -0.22 -0.140
H -4.9921 -1.5978 -2.8921 0.01 -0.02 0.02 0.026
H -3.7125 -1.6868 -1.6595 -0.04 -0.02 0.02 -0.007
H -3.3756 -2.1673 -3.3333 -0.02 0.01 -0.01 0.011
H -5.6471 1.0317 -1.9740 -0.02 0.03 0.00 0.023
H -4.7146 2.5027 -2.2732 -0.04 0.00 0.01 0.014
H -4.3004 1.4466 -0.8991 -0.01 0.01 -0.06 0.005
H -4.8896 0.7832 -5.1442 0.02 0.00 -0.01 0.017
H -3.3085 0.1062 -5.5811 -0.02 0.02 -0.01 0.017
H -3.4528 1.8208 -5.1574 -0.03 -0.02 -0.03 0.010
H -0.8874 -0.1496 -2.8784 -0.01 -0.01 0.09 0.053
```
Positions in Å, forces in eV/Å.

=====

Density functional theory data (ωB97M-V with the def2-TZVPD basis set) for a molecular structure, H26HeO13 at a distorted geometry.

Summary:
E_HOMO	-10.707	eV
gap between HOMO and LUMO	0.3792	hartree
max |F|	0.0235	Eh/bohr
ΔE to the lowest compared entry with this formula, charge and spin	0.9175	eV
charge	0

The geometry in XYZ format:
```
40
Properties=species:S:1:pos:R:3:forces:R:3:lowdin_charge:R:1
He -0.1469 0.0095 0.3951 0.11 -0.03 0.02 0.189
O -1.7629 0.6316 2.2114 0.20 -0.27 -0.07 -0.078
H -1.8326 0.9890 3.0967 -0.14 0.11 0.35 0.068
H -2.5326 0.9706 1.7544 -0.27 0.18 -0.14 0.063
O -2.5546 -1.8880 -0.7279 -0.13 0.09 -0.05 -0.030
H -3.2967 -1.3452 -0.4615 -0.10 0.25 0.00 0.066
H -2.9262 -2.5143 -1.3491 -0.26 -0.21 -0.40 0.084
O -0.3468 -3.3672 -0.3984 0.34 -0.33 0.03 -0.034
H -1.2145 -2.9659 -0.4459 -0.16 0.36 0.31 -0.016
H -0.5007 -4.2259 -0.0044 0.15 -0.26 0.13 0.063
O -3.6035 -1.8748 2.4084 -0.42 -0.12 0.13 -0.043
H -3.8107 -1.5701 1.5250 -0.04 -0.04 0.00 -0.003
H -2.6596 -1.7405 2.4934 0.48 0.09 0.06 0.011
O 0.2067 -1.4030 3.1914 -0.02 -0.35 0.10 -0.053
H 0.1808 -0.8564 2.4060 -0.02 0.13 -0.28 -0.022
H -0.0156 -0.8067 3.9063 0.02 0.09 0.20 0.027
O -0.2165 2.8692 1.4715 0.75 0.10 0.73 -0.066
H -0.5062 1.9726 1.6401 -0.06 -0.40 0.14 -0.020
H -0.7079 3.1382 0.6953 -0.47 0.61 -0.56 -0.022
O 3.6716 -1.7901 -1.2038 0.00 -0.53 -0.51 -0.048
H 3.4790 -1.1909 -0.4826 -0.06 0.80 0.41 0.004
H 3.7329 -2.6513 -0.7905 0.19 -0.26 0.15 0.046
O 3.7471 0.6315 0.3913 0.44 -0.97 0.08 -0.056
H 4.5055 1.0173 -0.0470 0.18 -0.01 -0.14 0.045
H 3.1011 1.3374 0.4190 -0.58 0.69 0.03 -0.020
O 2.3265 2.9587 0.4325 0.78 0.06 -0.48 -0.050
H 1.4868 3.0823 0.8752 -1.12 -0.17 0.42 -0.007
H 2.9314 3.5345 0.9002 0.24 0.16 0.05 0.055
O -1.4515 3.7145 -0.7165 -0.54 0.23 0.35 -0.043
H -0.9422 3.2251 -1.3625 0.49 -0.54 -0.92 0.003
H -1.6973 4.5226 -1.1668 -0.06 0.21 0.04 0.063
O -0.4378 -0.3832 -2.1156 -0.26 0.68 -0.16 -0.081
H -1.0698 -0.9495 -1.6728 -0.27 -0.01 0.16 -0.018
H 0.2387 -0.9812 -2.4336 0.64 -0.60 -0.27 0.014
O 1.2660 -2.7123 -2.5541 -0.24 0.15 -0.79 -0.063
H 0.7679 -3.0197 -1.7967 -0.34 -0.32 0.48 -0.021
H 2.1363 -2.5180 -2.2062 0.56 0.43 0.14 -0.006
O -0.0939 2.3420 -2.8422 -0.15 0.86 0.02 -0.047
H 0.8534 2.3912 -2.7138 0.30 0.03 0.05 0.052
H -0.3047 1.4162 -2.7212 -0.19 -0.91 0.18 -0.005
```
Positions in Å, forces in eV/Å.

=====

Density functional theory data (ωB97M-V with the def2-TZVPD basis set) for 7 unconnected molecules or ions with the total composition C13H21Cl9O15S3 at a distorted geometry.

Summary:
E_HOMO	-10.451	eV
gap between HOMO and LUMO	0.3830	hartree
max |F|	0.0925	Eh/bohr
structure (SMILES)	C[C@H]1COC(=O)O1.O=S1(=O)OCCO1.O=S1(=O)OCCO1.O=S1(=O)OCCO1.ClC(Cl)Cl.ClC(Cl)Cl.ClC(Cl)Cl
ΔE to the lowest compared entry with this formula, charge and spin	3.1246	eV
charge	0

The geometry in XYZ format:
```
61
Properties=species:S:1:pos:R:3:forces:R:3:lowdin_charge:R:1
C 16.7631 24.8332 -0.6830 0.09 -0.37 -0.17 -0.004
C 16.1465 24.6490 -2.0593 0.03 -1.10 -0.47 -0.295
C 14.9064 23.6974 -2.1397 0.21 0.59 0.14 -0.061
O 13.8180 24.6037 -2.4162 0.43 -0.61 -0.14 0.068
C 14.3312 25.8214 -2.6774 -3.64 2.36 -0.08 -0.600
O 13.6468 26.8095 -2.8957 1.05 -1.87 0.08 0.122
O 15.6151 25.8410 -2.5887 2.04 0.99 0.04 0.105
H 16.5369 23.9125 -0.1451 -0.04 0.26 0.48 0.080
H 16.3664 25.7270 -0.2015 -0.21 -0.25 0.15 0.097
H 17.8499 24.9153 -0.6743 -0.05 0.12 -0.34 0.084
H 16.8569 24.3338 -2.8235 0.31 -0.22 0.38 0.150
H 14.6577 23.1683 -1.2197 0.21 0.06 -0.02 0.127
H 15.0624 22.9880 -2.9524 -0.40 0.01 -0.04 0.127
O 19.0284 24.2083 4.9670 0.60 0.66 0.55 -0.215
S 18.8019 22.8233 4.8881 0.19 -4.04 -2.51 0.703
O 19.4708 22.0163 3.8083 -1.96 2.38 3.61 -0.271
O 18.9166 22.0709 6.3680 1.18 1.44 -1.99 -0.189
C 17.7439 21.3957 6.6892 -1.79 0.41 1.17 -0.195
C 16.5702 22.0992 5.9807 0.21 -0.31 -1.54 -0.132
O 17.2136 22.5792 4.7764 0.28 0.33 -0.34 -0.225
H 17.7539 20.3447 6.4005 0.29 0.03 0.19 0.137
H 17.6329 21.5911 7.7557 -0.02 -0.79 0.13 0.135
H 15.9848 22.8945 6.4419 0.78 0.29 0.48 0.127
H 15.8071 21.4234 5.5946 0.22 -0.41 0.26 0.126
O 21.1501 14.8012 8.2652 2.29 1.49 -0.59 -0.256
S 22.3626 15.5762 7.9820 0.49 -0.63 0.82 0.755
O 22.3090 16.7773 7.1634 0.35 -2.27 1.92 -0.227
O 23.2260 15.7511 9.4279 -0.77 0.93 -1.41 -0.228
C 23.6805 14.4007 9.7600 -1.62 1.37 0.54 -0.163
C 24.1985 13.8776 8.4399 0.60 -0.42 0.76 -0.201
O 23.5691 14.6020 7.4340 -2.35 1.18 -1.64 -0.208
H 24.3856 14.4350 10.5905 0.13 0.26 -0.36 0.135
H 22.7269 14.0327 10.1385 0.38 -1.31 -0.14 0.118
H 23.9910 12.8118 8.3447 0.30 0.01 -0.17 0.137
H 25.2421 14.1633 8.3081 0.19 -0.62 0.27 0.138
O 21.1959 21.3166 -2.1413 3.63 -0.29 -0.53 -0.258
S 22.6542 21.0800 -2.1767 0.50 -0.27 0.79 0.766
O 23.5227 21.5724 -1.0885 -2.24 -1.03 -3.00 -0.247
O 22.9714 19.4916 -2.3902 -1.16 0.68 -1.07 -0.214
C 22.7900 19.2579 -3.8489 1.47 -0.45 -0.51 -0.143
C 23.7327 20.3269 -4.4324 -0.07 -2.27 1.84 -0.212
O 23.3406 21.4228 -3.6911 -1.34 3.36 1.72 -0.217
H 23.2711 18.3160 -4.1125 -0.60 -0.36 0.56 0.128
H 21.7577 19.3243 -4.1927 -0.01 0.04 0.42 0.128
H 23.8360 20.4365 -5.5119 -0.71 0.48 0.18 0.141
H 24.6888 19.9998 -4.0237 0.52 0.12 -0.41 0.125
Cl 9.1902 22.8900 6.2780 1.08 0.29 -1.73 0.410
C 10.1699 23.2863 4.7121 -0.91 0.59 0.86 -1.412
Cl 10.8131 24.9531 4.8381 -0.31 -0.70 -0.02 0.489
Cl 9.1277 23.1321 3.2631 0.65 -0.10 0.91 0.501
H 11.0377 22.6282 4.6670 -0.52 -0.09 -0.01 0.011
Cl 19.2051 24.0908 11.4102 -0.33 0.00 0.05 0.486
C 19.5547 25.7096 10.7640 0.52 -0.90 -0.17 -1.546
Cl 21.0354 25.5607 9.7999 -0.07 0.30 -0.14 0.506
Cl 19.7965 26.8231 12.0922 -0.27 0.27 -0.16 0.534
H 18.7424 25.9673 10.0843 0.15 0.32 0.42 0.021
Cl 12.4169 18.8692 8.3945 -0.11 0.09 0.20 0.511
C 12.3082 17.2875 7.6388 0.24 -0.06 -0.25 -1.530
Cl 13.9293 16.5256 7.6527 -0.64 0.09 -0.16 0.499
Cl 11.6506 17.4721 5.9926 0.26 -0.25 0.32 0.502
H 11.6187 16.6583 8.2018 0.25 0.15 -0.11 0.017
```
Positions in Å, forces in eV/Å.